Entry from OMol25: a structure of composition C53H59FN4SSb2SiZr (ωB97M-V with the def2-TZVPD basis set).

Geometry as XYZ:
```
122
C53H59FN4SSb2SiZr ωB97M-V with the def2-TZVPD basis set
Zr -0.53020 -0.38721 -0.38060
N -2.69719 -1.02790 -0.18943
C -3.65719 -0.94417 -1.28075
C -4.50205 -2.02730 -1.44956
C -5.44368 -2.03450 -2.46157
C -5.52840 -0.93779 -3.30525
C -4.67307 0.13685 -3.12532
C -3.72138 0.17250 -2.10159
C -2.80721 1.34940 -1.98341
C -3.28614 2.58981 -2.39550
C -2.45445 3.70059 -2.48031
C -1.11947 3.58934 -2.13457
C -0.66187 2.38172 -1.63962
C -1.46629 1.23190 -1.54240
H -2.95173 -0.37674 0.57143
H -2.75887 -1.96313 0.19441
H -4.42461 -2.87858 -0.77858
H -6.10006 -2.88583 -2.58858
H -6.25127 -0.92259 -4.11072
H -4.72006 0.96052 -3.82548
H -4.33262 2.70167 -2.65308
H -2.85380 4.64725 -2.82560
H -0.44942 4.43813 -2.21580
H 0.38153 2.34815 -1.35188
C 1.66880 -2.70244 -3.47317
Si -0.01707 -2.80718 -2.74746
C -0.70052 -4.50501 -3.05027
C -1.18610 -1.62153 -3.58144
N -0.07211 -2.32342 -1.01076
C -0.04366 -3.27522 0.03123
C 0.37442 -4.60479 -0.08841
C 0.21710 -5.51700 0.94542
C -0.36204 -5.14675 2.15325
C -0.71225 -3.81639 2.34504
C -0.49621 -2.95547 1.30435
F -0.75225 -1.58087 1.54287
H 1.59567 -3.01337 -4.52321
H 2.36858 -3.38141 -2.97563
H 2.10425 -1.70148 -3.45659
H -1.19321 -4.49692 -4.02868
H -1.44177 -4.81013 -2.30461
H 0.07924 -5.27160 -3.08554
H -0.86117 -1.45542 -4.61619
H -1.27849 -0.63622 -3.12114
H -2.18928 -2.05933 -3.61344
H 0.82437 -4.92561 -1.02116
H 0.54344 -6.53926 0.80002
H -0.52156 -5.87137 2.94095
H -1.12183 -3.45186 3.28160
C 3.43976 1.86970 -0.13991
C 2.68977 3.05982 0.45614
C 1.96452 2.72789 1.75699
Sb 0.08818 1.69261 1.71948
C -0.10313 1.68486 3.82967
C -0.16828 0.48420 4.53558
C -0.18741 0.49229 5.92453
C -0.14025 1.70030 6.60981
C -0.09681 2.89785 5.90649
C -0.08095 2.89459 4.51599
C -1.14135 3.40005 1.32003
C -0.66454 4.70468 1.45194
C -1.49400 5.79100 1.18964
C -2.80756 5.58715 0.79237
C -3.28884 4.29223 0.64061
C -2.45669 3.20861 0.89285
Sb 2.31270 0.30737 -1.08067
C 3.83245 -1.16906 -1.04921
C 5.12837 -0.83696 -1.43837
C 6.13036 -1.80097 -1.41843
C 5.84484 -3.09369 -0.99983
C 4.55399 -3.42828 -0.60769
C 3.54769 -2.47038 -0.63630
C 2.46766 1.05816 -3.07025
C 3.64215 1.64208 -3.54502
C 3.70817 2.12885 -4.84437
C 2.60267 2.04224 -5.68110
C 1.42805 1.46661 -5.21764
C 1.36234 0.97735 -3.91995
H 4.04399 1.39658 0.63410
H 4.11206 2.20014 -0.92853
H 2.01708 3.52272 -0.27142
H 3.44245 3.81943 0.68801
H 1.70910 3.63184 2.30083
H 2.60263 2.13511 2.41374
H -0.22366 -0.45540 4.00294
H -0.24316 -0.44155 6.47283
H -0.14342 1.70959 7.69248
H -0.07777 3.84048 6.44023
H -0.07380 3.83748 3.98306
H 0.36048 4.89952 1.74047
H -1.10887 6.79850 1.29845
H -3.45256 6.43471 0.59060
H -4.31174 4.12429 0.32229
H -2.84256 2.21001 0.73821
H 5.37395 0.16961 -1.75175
H 7.13395 -1.53908 -1.73101
H 6.62973 -3.84033 -0.97731
H 4.33010 -4.43788 -0.28107
H 2.54928 -2.74059 -0.32858
H 4.52167 1.72650 -2.92024
H 4.62736 2.57745 -5.20125
H 2.65968 2.42396 -6.69274
H 0.55992 1.40163 -5.86454
H 0.43971 0.53365 -3.57902
N -3.58337 -1.06846 3.00048
C -4.39226 -0.79877 4.04530
C -4.24320 0.53405 4.32338
C -3.30407 0.98877 3.38155
N -2.89028 0.01503 2.57506
H -3.42299 -1.97047 2.59243
H -5.01127 -1.56088 4.49611
H -4.73647 1.10543 5.09444
H -2.91242 1.98954 3.27482
C 2.05913 -2.16478 3.71435
S 2.33124 -1.11269 2.27059
C 4.11670 -0.89671 2.46519
H 2.44929 -1.66527 4.60160
H 2.55738 -3.12266 3.56825
H 0.99223 -2.32762 3.83855
H 4.57905 -1.87335 2.60927
H 4.32348 -0.25082 3.31726
H 4.52153 -0.46187 1.55391
```

Summary:
- Total energy: -97653.463 eV
- LUMO energy: -5.919 eV
- Orbital gap: 7.139 eV
- HOMO level: -0.480 Ha
- Relative energy (zero: lowest compared OMol25 entry of this formula, charge and spin): 1.060 eV
- Charge: +2